Here is a cluster of 10 separate species, C40H105N5O20 in total in a non-equilibrium geometry from the OMol25 dataset. Energies are from ωB97M-V/def2-TZVPD.

Results
2S+1	2
DFT total energy	-3364.82182	a.u.
<S²>	0.7543
F_max	4.40	eV/Å
net charge	+1
E_LUMO (spin up / spin down)	-2.6 / -8.0	eV

Bonds (Å) are listed after each position.
Element x y z (Å)
1 C -17.30534 17.70728 -14.22643  C2 1.532, O4 1.375, H5 1.090, H6 1.090
2 C -16.75536 18.75418 -13.25290  C1 1.532, O3 1.453, H7 1.090, H8 1.090
3 O -17.80452 19.20268 -12.35315  C2 1.453, H9 0.960
4 O -16.26870 17.47625 -15.10027  C1 1.375, H10 0.960
5 H -18.06572 18.29499 -14.74076  C1 1.090
6 H -17.72430 16.84257 -13.71181  C1 1.090
7 H -16.30187 19.65367 -13.66927  C2 1.090
8 H -15.95420 18.33624 -12.64333  C2 1.090
9 H -18.13669 18.36888 -12.01252  O3 0.960
10 H -15.66565 17.04231 -14.49230  O4 0.960
11 C -19.26301 17.11254 -6.25139  C12 1.549, O14 1.388, H15 1.090, H16 1.090
12 C -18.83215 18.30967 -5.36731  C11 1.549, O13 1.413, H17 1.090, H18 1.090
13 O -19.39275 19.53359 -5.79565  C12 1.413, H19 0.960
14 O -20.37921 16.43964 -5.77524  C11 1.388, H20 0.960
15 H -18.59525 16.25777 -6.35893  C11 1.090
16 H -19.44272 17.50004 -7.25421  C11 1.090
17 H -17.77151 18.49024 -5.54207  C12 1.090
18 H -19.01362 18.10669 -4.31186  C12 1.090
19 H -19.43070 20.19167 -5.09773  O13 0.960
20 H -21.07334 16.85776 -6.28998  O14 0.960
21 C -21.19096 14.94219 -13.04228  C22 1.571, O24 1.374, H25 1.090, H26 1.090
22 C -21.32333 14.31903 -11.60598  C21 1.571, O23 1.387, H27 1.090, H28 1.090
23 O -21.54282 12.95493 -11.73296  C22 1.387, H29 0.960
24 O -19.99335 15.53683 -13.35941  C21 1.374, H30 0.960
25 H -21.78587 15.84974 -13.14488  C21 1.090
26 H -21.48470 14.20824 -13.79270  C21 1.090
27 H -22.25201 14.59794 -11.10812  C22 1.090
28 H -20.53784 14.58718 -10.89944  C22 1.090
29 H -20.92672 12.51466 -12.32302  O23 0.960
30 H -20.04779 15.61311 -14.31482  O24 0.960
31 C -13.16488 14.07414 -13.34566  C32 1.541, O34 1.432, H35 1.090, H36 1.090
32 C -13.57232 15.53125 -13.05428  C31 1.541, O33 1.369, H37 1.090, H38 1.090
33 O -14.93106 15.65319 -13.17254  C32 1.369, H39 0.960
34 O -13.51025 13.14169 -12.31482  C31 1.432, H40 0.960
35 H -12.07963 13.97286 -13.33680  C31 1.090
36 H -13.54391 13.74612 -14.31357  C31 1.090
37 H -13.16184 16.20721 -13.80440  C32 1.090
38 H -13.24437 15.92880 -12.09381  C32 1.090
39 H -15.44716 14.91892 -12.83182  O33 0.960
40 H -12.73664 13.08892 -11.74883  O34 0.960
41 C -16.71077 12.43194 -11.22767  C42 1.564, O44 1.378, H45 1.090, H46 1.090
42 C -18.22768 12.27802 -11.57789  C41 1.564, O43 1.418, H47 1.090, H48 1.090
43 O -18.55134 10.98684 -12.06621  C42 1.418, H49 0.960
44 O -16.11997 13.11872 -12.26613  C41 1.378, H50 0.960
45 H -16.25510 11.44312 -11.17581  C41 1.090
46 H -16.66368 12.99847 -10.29766  C41 1.090
47 H -18.45905 13.01666 -12.34533  C42 1.090
48 H -18.75970 12.44916 -10.64206  C42 1.090
49 H -18.27206 10.32467 -11.42971  O43 0.960
50 H -15.22710 12.76618 -12.25664  O44 0.960
51 C -14.61706 11.02335 -5.45553  O52 1.390, H60 1.090, H61 1.090, H62 1.090
52 O -14.91656 11.04524 -6.81276  C51 1.390, C53 1.455
53 C -15.01651 12.40852 -7.31180  O52 1.455, C54 1.586, H63 1.090, H64 1.090
54 C -16.53707 12.85905 -7.27802  C53 1.586, N55 1.482, H65 1.090, H66 1.090
55 N -17.37835 12.00114 -8.14621  C54 1.482, C56 1.440, H67 1.010
56 C -18.72064 11.86383 -7.64309  N55 1.440, C57 1.536, H68 1.090, H69 1.090
57 C -19.52326 13.16904 -7.74634  C56 1.536, O58 1.435, H70 1.090, H71 1.090
58 O -20.92289 13.00179 -7.47708  C57 1.435, C59 1.427
59 C -21.35404 12.99841 -6.11681  O58 1.427, H72 1.090, H73 1.090, H74 1.090
60 H -13.58188 11.26452 -5.21396  C51 1.090
61 H -14.85326 10.01158 -5.12593  C51 1.090
62 H -15.31551 11.71506 -4.98457  C51 1.090
63 H -14.73682 12.33715 -8.36289  C53 1.090
64 H -14.35256 13.12400 -6.82666  C53 1.090
65 H -16.55956 13.83904 -7.75471  C54 1.090
66 H -16.90961 13.08577 -6.27907  C54 1.090
67 H -16.94598 11.09088 -8.07844  N55 1.010
68 H -18.77808 11.48236 -6.62363  C56 1.090
69 H -19.24888 11.15624 -8.28214  C56 1.090
70 H -19.53197 13.46797 -8.79451  C57 1.090
71 H -19.04648 13.94284 -7.14466  C57 1.090
72 H -21.19543 13.89797 -5.52205  C59 1.090
73 H -21.02543 12.08637 -5.61852  C59 1.090
74 H -22.43467 12.87257 -6.18390  C59 1.090
75 C -25.99579 20.94763 -14.53393  O76 1.492, H84 1.090, H85 1.090, H86 1.090
76 O -26.71965 22.10377 -13.93027  C75 1.492, C77 1.400
77 C -25.85374 23.05817 -13.38191  O76 1.400, C78 1.551, H87 1.090, H88 1.090
78 C -24.98693 22.47852 -12.23419  C77 1.551, N79 1.440, H89 1.090, H90 1.090
79 N -25.80704 22.17825 -11.08870  C78 1.440, C80 1.474, H91 1.010
80 C -25.01714 21.57829 -9.99782  N79 1.474, C81 1.516, H92 1.090, H93 1.090
81 C -25.85306 21.08982 -8.83129  C80 1.516, O82 1.467, H94 1.090, H95 1.090
82 O -26.45253 19.86720 -9.37627  C81 1.467, C83 1.499
83 C -26.91561 18.83761 -8.39063  O82 1.499, H96 1.090, H97 1.090, H98 1.090
84 H -25.40249 20.47607 -13.75052  C75 1.090
85 H -25.42056 21.30764 -15.38692  C75 1.090
86 H -26.69932 20.25273 -14.99248  C75 1.090
87 H -26.30055 24.01853 -13.12465  C77 1.090
88 H -25.21622 23.36873 -14.20969  C77 1.090
89 H -24.27174 23.27798 -12.04062  C78 1.090
90 H -24.35868 21.64646 -12.55213  C78 1.090
91 H -26.30403 21.34219 -11.36091  N79 1.010
92 H -24.34431 22.33450 -9.59343  C80 1.090
93 H -24.37195 20.77320 -10.34948  C80 1.090
94 H -26.59566 21.82794 -8.52826  C81 1.090
95 H -25.13630 20.82486 -8.05402  C81 1.090
96 H -27.51539 19.20728 -7.55894  C83 1.090
97 H -25.98907 18.43639 -7.97996  C83 1.090
98 H -27.34796 18.03087 -8.98253  C83 1.090
99 C -7.73783 16.42283 -11.92498  O100 1.434, H108 1.090, H109 1.090, H110 1.090
100 O -8.77958 17.28706 -12.39793  C99 1.434, C101 1.381
101 C -9.68047 16.79186 -13.32021  O100 1.381, C102 1.507, H111 1.090, H112 1.090
102 C -10.61593 17.88108 -13.77954  C101 1.507, N103 1.460, H113 1.090, H114 1.090
103 N -11.46589 18.28847 -12.66428  C102 1.460, C104 1.491, H115 1.010
104 C -12.57744 19.10093 -13.23679  N103 1.491, C105 1.502, H116 1.090, H117 1.090
105 C -13.30970 19.92193 -12.21376  C104 1.502, O106 1.421, H118 1.090, H119 1.090
106 O -13.83281 19.21289 -11.09862  C105 1.421, C107 1.412
107 C -14.25656 20.11375 -10.09680  O106 1.412, H120 1.090, H121 1.090, H122 1.090
108 H -6.99503 16.22880 -12.69873  C99 1.090
109 H -8.25055 15.49948 -11.65545  C99 1.090
110 H -7.28749 16.89333 -11.05095  C99 1.090
111 H -10.24350 15.96083 -12.89537  C101 1.090
112 H -9.14946 16.41932 -14.19619  C101 1.090
113 H -11.29012 17.57680 -14.58014  C102 1.090
114 H -9.98768 18.69777 -14.13512  C102 1.090
115 H -11.70212 17.38150 -12.28785  N103 1.010
116 H -13.25694 18.43423 -13.76771  C104 1.090
117 H -12.24375 19.77624 -14.02465  C104 1.090
118 H -14.15271 20.29889 -12.79284  C105 1.090
119 H -12.71806 20.76842 -11.86516  C105 1.090
120 H -15.06171 20.66333 -10.58445  C107 1.090
121 H -13.41698 20.71339 -9.74518  C107 1.090
122 H -14.69316 19.66190 -9.20611  C107 1.090
123 C -14.95111 15.76111 -4.45035  O124 1.388, H132 1.090, H133 1.090, H134 1.090
124 O -16.21037 15.28197 -4.11540  C123 1.388, C125 1.433
125 C -16.83924 15.85880 -2.96464  O124 1.433, C126 1.547, H135 1.090, H136 1.090
126 C -18.29384 15.33371 -2.92791  C125 1.547, N127 1.449, H137 1.090, H138 1.090
127 N -18.29800 13.91672 -2.62647  C126 1.449, C128 1.480, H139 1.010
128 C -19.62359 13.25930 -2.65973  N127 1.480, C129 1.563, H140 1.090, H141 1.090
129 C -19.33026 11.73575 -2.85104  C128 1.563, O130 1.403, H142 1.090, H143 1.090
130 O -18.54358 11.59482 -4.00453  C129 1.403, C131 1.356
131 C -18.35581 10.27132 -4.23278  O130 1.356, H144 1.090, H145 1.090, H146 1.090
132 H -14.36753 15.08213 -5.07206  C123 1.090
133 H -14.40498 16.06765 -3.55823  C123 1.090
134 H -15.14879 16.65852 -5.03659  C123 1.090
135 H -16.78505 16.94688 -2.99999  C125 1.090
136 H -16.32207 15.68333 -2.02132  C125 1.090
137 H -18.67570 15.58072 -3.91851  C126 1.090
138 H -18.91550 15.91673 -2.24839  C126 1.090
139 H -17.77152 13.59095 -3.42446  N127 1.010
140 H -20.14504 13.63814 -3.53875  C128 1.090
141 H -20.15547 13.52666 -1.74665  C128 1.090
142 H -20.30568 11.30616 -3.07933  C129 1.090
143 H -18.93009 11.29659 -1.93721  C129 1.090
144 H -19.26904 9.67646 -4.21651  C131 1.090
145 H -17.71932 9.86215 -3.44820  C131 1.090
146 H -17.80711 10.15156 -5.16695  C131 1.090
147 C -15.66883 16.95813 -7.97037  O148 1.406, H156 1.090, H157 1.090, H158 1.090
148 O -16.80932 16.29131 -8.45035  C147 1.406, C149 1.445
149 C -16.56859 15.96164 -9.83624  O148 1.445, C150 1.567, H159 1.090, H160 1.090
150 C -17.87115 15.59195 -10.62451  C149 1.567, N151 1.492, H161 1.090, H162 1.090
151 N -18.58464 16.80152 -11.12703  C150 1.492, C152 1.469, H163 1.010
152 C -19.37728 17.36807 -10.02723  N151 1.469, C153 1.606, H164 1.090, H165 1.090
153 C -20.41700 18.42335 -10.64643  C152 1.606, O154 1.449, H166 1.090, H167 1.090
154 O -21.15205 17.90989 -11.78507  C153 1.449, C155 1.385
155 C -21.85890 18.81361 -12.56152  O154 1.385, H168 1.090, H169 1.090, H170 1.090
156 H -15.44967 17.87333 -8.52034  C147 1.090
157 H -14.83472 16.25652 -7.96016  C147 1.090
158 H -15.93741 17.33764 -6.98450  C147 1.090
159 H -15.85532 15.13843 -9.79538  C149 1.090
160 H -16.06507 16.74911 -10.39701  C149 1.090
161 H -18.49094 14.90622 -10.04680  C150 1.090
162 H -17.66938 14.97120 -11.49747  C150 1.090
163 H -19.20527 16.42479 -11.82917  N151 1.010
164 H -18.64537 17.91906 -9.43662  C152 1.090
165 H -19.86374 16.55918 -9.48211  C152 1.090
166 H -20.02711 19.43212 -10.78232  C153 1.090
167 H -21.24273 18.65817 -9.97477  C153 1.090
168 H -22.84532 18.98455 -12.13042  C155 1.090
169 H -22.06953 18.37194 -13.53552  C155 1.090
170 H -21.34050 19.74217 -12.80059  C155 1.090

Atomic partial charges in e from the Mulliken method, atoms 1 to 5:
1. C -0.41
2. C 0.35
3. O -0.74
4. O -0.68
5. H 0.51